# 1
Density functional theory data (the ωB97M-V functional and the def2-TZVPD basis) for a cluster of 2 separate species, CH2N4 in total.

Results
* E: -258.2768 hartree
* spin multiplicity: 1
* orbital gap: 9.5562 eV
* energy above the lowest of the compared OMol25 structures with the same formula, charge and spin: 43.28 kcal/mol

```
7
Properties=species:S:1:pos:R:3:forces:R:3
C 0.6254 0.8187 0.0751 -0.6 3.8 0.1
N 1.6462 -1.1672 -0.6836 1.5 -2.5 -1.0
N -1.7022 -0.5041 0.1485 -3.1 -3.3 0.8
N 1.2316 -0.1871 -0.3766 -0.6 0.9 0.0
N -2.3313 -1.3711 0.4564 2.1 2.7 -1.0
H -0.1026 0.5634 0.8227 0.4 0.5 0.2
H 0.6328 1.8474 -0.4425 0.3 -2.1 0.9
```
Forces are in eV/Å.

---

# 2
Density functional theory data (the ωB97M-V functional and the def2-TZVPD basis) for the molecule CH2N4.

Results
* E: -258.2425 hartree
* spin multiplicity: 1
* orbital gap: 11.1898 eV
* energy above the lowest of the compared OMol25 structures with the same formula, charge and spin: 64.78 kcal/mol

```
7
Properties=species:S:1:pos:R:3:forces:R:3
C 0.5536 -0.5616 0.1003 0.0 -1.7 1.7
N 1.2154 0.6022 0.3330 2.2 -4.9 0.7
N 0.3627 1.5443 0.1194 2.6 2.4 0.0
N -0.6810 1.0653 -0.2521 -8.5 2.8 -1.6
N -0.7401 -0.2118 -0.1708 7.2 1.0 1.2
H 0.7425 -1.7024 0.3067 0.4 2.8 -0.5
H -1.4532 -0.7360 -0.4365 -4.0 -2.4 -1.5
```
Forces are in eV/Å.

---

# 3
Density functional theory data (the ωB97M-V functional and the def2-TZVPD basis) for the molecule CH2N4O.

Results
* E: -333.4426 hartree
* spin multiplicity: 1
* orbital gap: 9.7861 eV
* energy above the lowest of the compared OMol25 structures with the same formula, charge and spin: 66.05 kcal/mol

```
8
Properties=species:S:1:pos:R:3:forces:R:3
H -2.2063 0.4407 0.0466 0.3 -0.3 0.0
N -1.7113 -0.4548 0.0210 -0.4 0.0 -0.1
C -0.4600 -0.3420 -0.0311 0.5 0.7 0.3
N 0.4632 -1.4412 -0.0302 0.0 0.1 0.1
N 1.6212 -1.0311 0.0190 0.1 -0.5 -0.2
O 1.6975 0.3387 0.0126 -0.1 0.2 0.1
N 0.3824 0.7463 -0.0291 -0.6 0.2 -0.2
H 0.2132 1.7435 -0.0089 0.2 -0.4 0.0
```
Forces are in eV/Å.

---

# 4
Density functional theory data (the ωB97M-V functional and the def2-TZVPD basis) for the molecule CH2N4O.

Results
* E: -333.4280 hartree
* spin multiplicity: 1
* orbital gap: 9.8510 eV
* energy above the lowest of the compared OMol25 structures with the same formula, charge and spin: 75.19 kcal/mol

```
8
Properties=species:S:1:pos:R:3:forces:R:3
H 1.5756 1.6879 -0.4351 -0.9 -0.5 1.3
N 0.7755 1.5791 0.2530 0.0 -0.9 -2.2
C 0.0799 0.5219 0.0262 -0.7 1.5 2.2
N -1.2179 0.3935 0.7087 -1.0 -1.5 0.8
N -1.6833 -0.7642 0.6812 2.0 2.0 -1.1
O -0.8683 -1.5992 -0.1166 1.4 2.2 -0.1
N 0.2134 -0.6472 -0.6174 0.8 -3.6 -0.5
H 1.1251 -1.1718 -0.5000 -1.6 0.8 -0.2
```
Forces are in eV/Å.

---

# 5
Density functional theory data (the ωB97M-V functional and the def2-TZVPD basis) for a structure of composition CH2N4O.

Results
* E: -333.4136 hartree
* spin multiplicity: 1
* orbital gap: 9.0888 eV
* energy above the lowest of the compared OMol25 structures with the same formula, charge and spin: 84.20 kcal/mol

```
8
Properties=species:S:1:pos:R:3:forces:R:3
C 1.9756 -1.8071 -0.0908 -2.0 0.7 0.6
N -0.0893 -0.7441 0.5337 -3.5 1.6 0.2
N 0.5185 -0.1869 -0.5979 0.7 0.8 -1.4
N 0.4121 -1.6729 1.0959 0.5 -0.2 -0.3
N 1.7240 -0.8470 -0.8267 -1.7 3.9 -1.7
O 2.6517 -2.7162 0.0164 2.5 -3.5 1.3
H -1.1867 -0.4131 0.6870 3.4 -0.6 -0.4
H 0.4248 0.8397 -0.9673 0.2 -2.7 1.7
```
Forces are in eV/Å.

---

# 6
Density functional theory data (the ωB97M-V functional and the def2-TZVPD basis) for the molecule CH2N4O.

Results
* E: -333.4180 hartree
* spin multiplicity: 1
* orbital gap: 10.4942 eV
* energy above the lowest of the compared OMol25 structures with the same formula, charge and spin: 81.45 kcal/mol

```
8
Properties=species:S:1:pos:R:3:forces:R:3
H 2.2884 0.5259 -0.1112 1.4 2.7 0.0
N 2.0028 -0.3882 -0.0370 -2.0 -3.5 -0.9
C 0.7584 -0.3651 -0.1302 -2.4 1.3 3.2
N -0.4433 -1.3991 0.0829 4.7 -1.2 -1.1
N -1.4730 -0.7782 -0.0367 -1.0 -1.4 0.9
N -1.2973 0.4658 -0.2099 1.4 3.8 -1.4
O 0.0358 0.9172 0.1127 -0.2 -3.1 -1.7
H -1.8717 1.0217 0.3294 -1.9 1.4 1.1
```
Forces are in eV/Å.

---

# 7
Density functional theory data (the ωB97M-V functional and the def2-TZVPD basis) for the molecule CH2N4O2.

Results
* E: -408.5808 hartree
* spin multiplicity: 1
* orbital gap: 9.1350 eV
* energy above the lowest of the compared OMol25 structures with the same formula, charge and spin: 128.50 kcal/mol

```
9
Properties=species:S:1:pos:R:3:forces:R:3
H 1.6949 1.1652 -0.6051 0.3 0.7 0.3
N 0.9740 1.7019 -0.0876 -3.6 -4.9 -0.2
C 0.0480 0.7384 0.0031 1.2 2.6 0.6
N -1.3322 1.0100 0.5305 -2.8 0.0 -1.0
N -2.2212 0.1889 0.2163 6.9 1.8 1.3
O -1.3022 -0.9352 -0.3998 -1.2 -2.9 -0.6
N 0.0228 -0.6905 -0.3376 -0.1 3.7 -0.6
O 0.8730 -1.3133 0.6447 -2.9 2.0 2.1
H 1.2428 -1.8653 0.0355 2.2 -3.0 -2.0
```
Forces are in eV/Å.

---

# 8
Density functional theory data (the ωB97M-V functional and the def2-TZVPD basis) for the molecule CH2N4OS.

Results
* E: -731.6245 hartree
* spin multiplicity: 1
* orbital gap: 8.5765 eV
* energy above the lowest of the compared OMol25 structures with the same formula, charge and spin: 32.71 kcal/mol

```
9
Properties=species:S:1:pos:R:3:forces:R:3
O -0.3580 1.7065 0.0169 -0.7 -0.1 0.5
N 0.0211 0.4275 -0.2224 0.3 0.4 0.0
N 1.2982 0.0399 0.1159 -0.2 -0.3 0.0
N 1.2895 -1.3056 0.0614 0.3 0.2 0.1
N 0.1086 -1.7372 -0.0164 -0.3 0.0 0.1
C -0.7819 -0.6410 -0.0968 -0.1 -0.3 -0.1
S -2.4141 -0.5775 0.0086 0.0 0.1 0.1
H -1.2363 1.6099 0.4973 0.7 -0.1 -0.5
H 2.0729 0.4775 -0.3643 0.0 0.1 -0.1
```
Forces are in eV/Å.

---

# 9
Density functional theory data (the ωB97M-V functional and the def2-TZVPD basis) for a cluster of 2 separate species, CH2N4S in total.

Results
* E: -656.4620 hartree
* spin multiplicity: 1
* orbital gap: 7.8261 eV
* energy above the lowest of the compared OMol25 structures with the same formula, charge and spin: 13.00 kcal/mol

```
8
Properties=species:S:1:pos:R:3:forces:R:3
C -0.5045 0.2367 0.7175 1.3 0.6 0.1
N 1.0351 -0.7257 -1.6566 1.1 0.8 0.0
N 0.3388 1.0329 0.9727 -4.2 -3.8 -1.0
N 1.6442 0.0571 -1.1876 -0.3 -0.8 -0.7
N -0.9989 -0.8763 0.1785 2.4 -0.5 -2.0
S 0.9378 2.2672 1.6138 2.7 3.7 1.6
H -1.9808 -0.8889 0.1155 -1.2 -0.2 -0.2
H -0.4717 -1.1030 -0.7538 -1.8 0.1 2.2
```
Forces are in eV/Å.

---

# 10
Density functional theory data (the ωB97M-V functional and the def2-TZVPD basis) for the ion CH2N5 with charge +1.

Results
* E: -312.6587 hartree
* spin multiplicity: 1
* charge: +1
* orbital gap: 10.2696 eV
* energy above the lowest of the compared OMol25 structures with the same formula, charge and spin: 2.86 kcal/mol

```
8
Properties=species:S:1:pos:R:3:forces:R:3
C 0.3345 0.0147 0.7789 -1.1 -0.8 -0.8
N -1.9199 0.0655 -2.5146 0.4 -0.2 0.7
N -0.7402 -0.4211 0.5654 2.1 0.6 -0.3
N -1.6620 -0.2114 -1.4640 0.4 1.5 -2.3
N -1.6646 -0.6555 -0.3100 -2.4 -1.8 1.9
N 1.5579 0.2710 0.9769 -0.1 1.1 0.7
H 1.7720 1.1507 1.4065 0.3 0.5 0.3
H 2.3223 -0.2138 0.5609 0.4 -0.9 -0.3
```
Forces are in eV/Å.

---

# 11
Density functional theory data (the ωB97M-V functional and the def2-TZVPD basis) for the ion CH2N5S with charge -1.

Results
* E: -711.2621 hartree
* spin multiplicity: 1
* charge: -1
* orbital gap: 7.4176 eV
* energy above the lowest of the compared OMol25 structures with the same formula, charge and spin: 16.72 kcal/mol

```
9
Properties=species:S:1:pos:R:3:forces:R:3
N -1.0037 1.1631 0.6878 1.6 -1.8 -3.4
N -0.2008 0.1859 -0.3108 -1.5 1.3 2.3
N -0.6984 -0.2965 -1.4714 -0.4 1.2 0.5
N 0.0068 -1.3158 -1.7171 -0.3 -0.8 -1.5
N 0.8731 -1.6103 -0.7588 0.9 -0.7 0.4
C 0.7343 -0.7111 0.1974 -1.4 1.1 -0.8
S 1.3510 -0.5820 1.7424 0.7 0.1 1.0
H -0.8030 2.0825 0.2746 -0.2 -0.3 -0.2
H -0.2594 1.0841 1.3558 0.5 -0.1 1.5
```
Forces are in eV/Å.

---

# 12
Density functional theory data (the ωB97M-V functional and the def2-TZVPD basis) for a cluster of 2 separate species, CH2NO2 in total.

Results
* E: -244.6005 hartree
* spin multiplicity: 1
* charge: -1
* orbital gap: 8.7401 eV
* energy above the lowest of the compared OMol25 structures with the same formula, charge and spin: 10.59 kcal/mol

```
6
Properties=species:S:1:pos:R:3:forces:R:3
C -0.4259 0.9045 -0.7004 4.8 0.9 -0.6
N -1.4917 0.6513 -0.4149 -5.9 -1.0 1.1
O 0.7691 1.0762 -0.8560 1.0 0.4 -0.8
O 0.4607 -1.1597 0.9136 2.6 -1.5 -0.6
H -0.2878 -0.6051 0.9452 -1.5 1.2 -0.3
H 0.9756 -0.8671 0.1125 -1.0 0.0 1.2
```
Forces are in eV/Å.

---

# 13
Density functional theory data (the ωB97M-V functional and the def2-TZVPD basis) for a cluster of 3 separate species, CH2NO2S in total.

Results
* E: -642.6558 hartree
* spin multiplicity: 1
* charge: -1
* orbital gap: 6.9454 eV
* energy above the lowest of the compared OMol25 structures with the same formula, charge and spin: 79.69 kcal/mol

```
7
Properties=species:S:1:pos:R:3:forces:R:3
C -0.5417 0.9122 1.7066 2.6 -0.4 -1.5
N 0.6741 0.6878 1.5773 -2.3 0.4 1.9
O -0.5325 -1.7743 -1.4308 0.7 0.7 0.4
O 0.8235 0.2977 -1.6788 3.1 0.8 0.4
S -0.4567 -0.2933 -1.5031 -4.6 -0.9 0.4
H -0.9802 0.3062 0.2200 0.0 -0.6 -0.9
H 1.0136 -0.1363 1.1088 0.4 0.1 -0.8
```
Forces are in eV/Å.

---

# 14
Density functional theory data (the ωB97M-V functional and the def2-TZVPD basis) for the ion CH2NO2S with charge -1.

Results
* E: -642.7391 hartree
* spin multiplicity: 1
* charge: -1
* orbital gap: 7.2029 eV
* energy above the lowest of the compared OMol25 structures with the same formula, charge and spin: 27.44 kcal/mol

```
7
Properties=species:S:1:pos:R:3:forces:R:3
N 0.8688 0.3375 -1.0093 0.4 0.4 0.8
O -0.3997 0.6613 -0.3006 1.1 -0.2 -0.8
C -0.8300 -0.3193 0.5652 0.6 -0.1 -0.5
O -0.1841 -1.3329 0.6402 1.5 -1.7 -0.1
S -2.2068 0.0154 1.4021 -1.9 1.0 0.9
H 1.3585 -0.5334 -0.6148 -1.6 1.6 0.0
H 1.3932 1.1713 -0.6828 0.0 -0.9 -0.4
```
Forces are in eV/Å.

---

# 15
Density functional theory data (the ωB97M-V functional and the def2-TZVPD basis) for a cluster of 3 separate species, CH2NO3P in total.

Results
* E: -661.1713 hartree
* spin multiplicity: 1
* charge: -2
* orbital gap: 6.2185 eV
* energy above the lowest of the compared OMol25 structures with the same formula, charge and spin: 7.63 kcal/mol

```
8
Properties=species:S:1:pos:R:3:forces:R:3
C -2.1554 -2.5200 -1.0284 -0.2 0.5 0.0
N -2.1552 -3.5974 -1.4797 0.1 -2.3 -0.8
O -2.0422 2.8740 0.5197 0.7 0.2 1.1
O -2.1939 -1.4039 -0.5970 0.1 1.4 0.8
O -2.9076 2.6339 -1.7840 0.8 -0.1 -0.5
P -1.6921 2.5283 -0.8877 -1.5 0.2 -0.6
H 6.2252 -0.4181 2.6129 0.8 0.4 0.0
H 6.9211 -0.0966 2.6442 -0.8 -0.4 0.0
```
Forces are in eV/Å.

---

# 16
Density functional theory data (the ωB97M-V functional and the def2-TZVPD basis) for a cluster of 2 separate species, CH2NO3S in total.

Results
* E: -717.7874 hartree
* spin multiplicity: 1
* charge: -1
* orbital gap (spin up / spin down): 7.1530 / 7.0769 eV
* energy above the lowest of the compared OMol25 structures with the same formula, charge and spin: 159.41 kcal/mol

```
8
Properties=species:S:1:pos:R:3:forces:R:3
C 0.5115 -0.5041 0.5287 -0.1 -3.3 1.0
N 0.1002 0.4265 -0.1984 0.3 2.9 0.3
O 0.7560 1.7242 0.1218 -0.4 1.1 -0.4
O -0.8300 0.5969 -1.0047 -1.2 -0.4 -1.2
O -0.9950 -2.1753 -0.2429 1.8 -0.5 1.5
S 1.4232 -1.1895 1.6646 -0.2 0.8 -0.6
H -1.1169 -1.3185 -0.5675 -1.3 1.8 -1.5
H 0.1510 2.4399 -0.3017 1.0 -2.4 0.8
```
Forces are in eV/Å.

---

# 17
Density functional theory data (the ωB97M-V functional and the def2-TZVPD basis) for a structure of composition CH2NO3S.

Results
* E: -717.9692 hartree
* spin multiplicity: 1
* charge: -1
* orbital gap: 6.8541 eV
* energy above the lowest of the compared OMol25 structures with the same formula, charge and spin: 45.32 kcal/mol

```
8
Properties=species:S:1:pos:R:3:forces:R:3
C 0.0178 -0.1291 -0.6877 1.2 1.4 1.7
N -0.1889 0.2615 0.6076 0.7 1.2 -0.4
O -1.0322 -0.6007 1.3034 0.0 -1.3 -1.1
O 0.9544 0.5501 -1.3263 -0.8 0.8 1.5
O -0.6337 -1.0885 -1.0490 -0.9 -2.0 -1.8
S 0.8208 1.5572 1.2762 -0.8 -0.9 -0.1
H 1.1098 1.3113 -0.3946 0.6 -0.7 -1.4
H -1.1137 -1.2869 0.4896 -0.1 1.3 1.7
```
Forces are in eV/Å.

---

# 18
Density functional theory data (the ωB97M-V functional and the def2-TZVPD basis) for the ion CH2NO3S with charge -1.

Results
* E: -718.0018 hartree
* spin multiplicity: 1
* charge: -1
* orbital gap: 8.4266 eV
* energy above the lowest of the compared OMol25 structures with the same formula, charge and spin: 24.86 kcal/mol

```
8
Properties=species:S:1:pos:R:3:forces:R:3
C 0.7355 1.1998 0.7703 -0.9 -0.8 2.6
N -0.1336 -1.6231 -0.0120 -2.7 1.2 -0.4
O 1.5917 2.0278 0.9728 1.4 1.0 0.3
O 0.1058 1.0484 -0.3016 -1.1 -0.3 -1.5
O -1.5503 -0.5252 -1.8530 -0.4 0.1 -1.5
S -1.2436 -0.5569 -0.4515 2.9 -1.5 2.8
H 0.4187 0.5682 1.7308 0.2 0.5 -1.8
H 0.0757 -2.1390 -0.8557 0.5 -0.2 -0.4
```
Forces are in eV/Å.

---

# 19
Density functional theory data (the ωB97M-V functional and the def2-TZVPD basis) for the molecule CH2NOP.

Results
* E: -510.4991 hartree
* spin multiplicity: 1
* orbital gap: 8.6538 eV
* energy above the lowest of the compared OMol25 structures with the same formula, charge and spin: 91.88 kcal/mol

```
6
Properties=species:S:1:pos:R:3:forces:R:3
O 2.6230 1.1885 0.5633 -0.5 -0.8 0.2
C 1.6126 0.7660 0.2454 -7.0 -2.4 -2.3
N 0.2062 -0.1179 0.0570 9.8 2.3 3.8
P -1.2303 -0.1507 -0.7009 -1.8 0.6 -1.3
H -1.1977 -1.5666 -0.6490 -0.1 0.0 -0.3
H -2.0138 -0.1193 0.4841 -0.3 0.2 -0.1
```
Forces are in eV/Å.

---

# 20
Density functional theory data (the ωB97M-V functional and the def2-TZVPD basis) for the molecule CH2O.

Results
* E: -114.4880 hartree
* spin multiplicity: 1
* orbital gap: 10.7469 eV
* energy above the lowest of the compared OMol25 structures with the same formula, charge and spin: 12.72 kcal/mol

```
4
Properties=species:S:1:pos:R:3:forces:R:3
C -0.5649 -0.0327 -0.0272 4.7 5.0 1.1
O 0.6984 -0.0010 0.0061 -4.6 -1.0 -0.4
H -1.1577 -0.9137 0.0655 -0.5 -0.9 -0.2
H -1.0401 1.1179 0.0488 0.4 -3.1 -0.5
```
Forces are in eV/Å.